C2H6N2O | ωB97M-V/def2-TZVPD

CARTESIAN COORDINATES (ANGSTROEM)
C1 0.63030 -1.17320 0.24340
C2 0.02181 0.89886 -0.82570
H1 1.61418 -0.88480 -0.23202
H2 0.68970 -0.95378 1.31684
H3 0.48313 -2.26976 0.10103
H4 -0.88888 0.03750 1.33580
H5 0.86676 0.78417 -1.50356
H6 -1.16704 1.95247 -0.02830
N1 -0.42584 -0.36587 -0.36849
N2 -0.39045 2.02537 -0.57358
O1 -1.43366 -0.05096 0.53457

## Properties
Charge ... 0
Energy above the lowest of the compared OMol25 structures with the same formula, charge and spin ... 332.33 kJ/mol
SMILES string ... [H]/N=C\N(C)O
Energy ... -7196.343 eV